No. 1
DFT (ωB97M-V/def2-TZVPD) results for one molecule with the formula C5H6N2O2 at a distorted geometry.

Last columns: bonded neighbours and bond lengths (Å).
Atoms and positions in Å:
1 O -3.2567 -0.4028 0.0040  N2 1.234
2 N -2.0421 -0.1984 -0.0759  O1 1.234, C3 1.332, C9 1.330
3 C -1.5671 1.0447 -0.0255  N2 1.332, C4 1.420, H10 1.063
4 C -0.1720 1.3084 -0.0298  C3 1.420, C5 1.399, H11 1.075
5 C 0.7723 0.2785 -0.0896  C4 1.399, N6 1.392, C8 1.416
6 N 2.1353 0.4806 -0.2866  C5 1.392, O7 1.415, H12 1.033
7 O 2.8686 -0.6922 0.0122  N6 1.415, H13 0.970
8 C 0.2202 -1.0245 -0.1395  C5 1.416, C9 1.411, H14 1.075
9 C -1.1765 -1.2081 -0.0583  N2 1.330, C8 1.411, H15 1.116
10 H -2.2891 1.8138 -0.1580  C3 1.063
11 H 0.0729 2.3441 0.1237  C4 1.075
12 H 2.5074 1.2833 0.2462  N6 1.033
13 H 2.6565 -0.8925 0.9372  O7 0.970
14 H 0.8417 -1.8949 -0.2443  C8 1.075
15 H -1.5713 -2.2402 -0.2161  C9 1.116

## Properties
Orbital gap ... 8.56 eV
HOMO level ... -0.294 Ha

Atom charges from the Löwdin analysis, given in e for atoms 1 to 4: atom 1 (O): -0.0678, atom 2 (N): -0.3121, atom 3 (C): -0.0062, atom 4 (C): 0.0151

=====

No. 2
DFT (ωB97M-V/def2-TZVPD) results for one molecule with the formula C5H6N2O3 at a distorted geometry.

Last columns: bonded neighbours and bond lengths (Å).
Atoms and positions in Å:
1 O -0.1414 -2.2435 0.1797  C2 1.211
2 C 0.3581 -1.4146 -0.5488  O1 1.211, C3 1.522, H11 1.141
3 C 0.6967 -0.0422 0.0145  C2 1.522, C4 1.590, N6 1.473, H12 1.030
4 C -0.4247 0.2189 1.1106  C3 1.590, O5 1.372, H13 1.077, H14 1.091
5 O -0.2691 -0.4596 2.2931  C4 1.372, H15 0.967
6 N 0.5748 0.9806 -1.0379  C3 1.473, C7 1.274
7 C -0.2506 0.9001 -2.0051  N6 1.274, C8 1.432, H16 1.180
8 C -1.0881 -0.1594 -2.4805  C7 1.432, N9 1.171
9 N -1.8201 -1.0163 -2.7995  C8 1.171, O10 1.181
10 O -2.3617 -2.0114 -3.1319  N9 1.181
11 H 0.7186 -1.4903 -1.6289  C2 1.141
12 H 1.6711 0.1404 0.2955  C3 1.030
13 H -0.3765 1.2947 1.1317  C4 1.077
14 H -1.3959 0.0630 0.6382  C4 1.091
15 H 0.0288 -1.2898 1.8978  O5 0.967
16 H -0.3756 1.8136 -2.7413  C7 1.180

## Properties
Orbital gap ... 9.44 eV
HOMO level ... -0.366 Ha

Atom charges from the Löwdin analysis, given in e for atoms 1 to 4: atom 1 (O): 0.0773, atom 2 (C): -0.2066, atom 3 (C): -0.2426, atom 4 (C): -0.2430

=====

No. 3
DFT (ωB97M-V/def2-TZVPD) results for a 2-piece molecular cluster, C5H6N2O4 overall at a distorted geometry.

Last columns: bonded neighbours and bond lengths (Å).
Atoms and positions in Å:
1 C 1.3834 -1.0952 1.9625  C2 1.542, N6 1.352, O9 1.179
2 C 1.3669 0.4211 2.2432  C1 1.542, N6 1.326, O10 1.170
3 C 0.4531 1.0060 -0.9448  C5 1.493, O8 1.316, O11 1.212
4 C -1.8485 -0.0753 -0.4676  C5 1.468, H12 1.030, H13 1.133, H14 1.003
5 C -0.5142 -0.1242 -1.0771  C3 1.493, C4 1.468, N7 1.361
6 N 0.8539 -0.1453 1.1592  C1 1.352, C2 1.326
7 N -0.2749 -1.3285 -1.6641  C5 1.361, H16 1.011, H17 1.012
8 O 0.0240 2.0406 -0.2547  C3 1.316, H15 0.973
9 O 1.5645 -2.2162 2.2780  C1 1.179
10 O 1.6209 1.3640 2.8881  C2 1.170
11 O 1.5351 0.9739 -1.4890  C3 1.212
12 H -2.5314 -0.7339 -0.8678  C4 1.030
13 H -1.8618 -0.2893 0.6448  C4 1.133
14 H -2.1988 0.8634 -0.5127  C4 1.003
15 H 0.4256 2.8898 -0.5099  O8 0.973
16 H 0.5933 -1.3759 -2.1799  N7 1.011
17 H -0.5909 -2.1750 -1.2081  N7 1.012

## Properties
Orbital gap (spin up / spin down) ... 8.60 / 5.11 eV
HOMO level (spin up / spin down) ... -0.330 / -0.264 Ha

Atom charges from the Löwdin analysis, given in e for atoms 1 to 4: atom 1 (C): -0.3197, atom 2 (C): -0.3616, atom 3 (C): -0.5935, atom 4 (C): -0.0389

=====

What did we get for energy relative to the best compared isomer or geometry (same formula, charge and spin)? Answer: 97.3, 123.6, 85.9 kcal/mol, in the order shown.